No. 1
Density functional theory data (wB97M-V/def2-TZVPD) for C2H3NO2S2 in the gas phase at a distorted geometry.

Cartesian coordinates (Å):
1 O 2.30685 0.84609 0.10148
2 C 1.37411 0.12490 -0.08291
3 O 1.43008 -1.22385 -0.18017
4 C -0.06207 0.56607 -0.12335
5 S -0.48586 2.15166 -0.15432
6 N -0.99582 -0.42854 -0.10008
7 S -2.68226 -0.19044 -0.06230
8 H 2.37635 -1.44990 -0.15214
9 H -0.64586 -1.35313 0.10185
10 H -2.61551 0.95713 0.65193

Properties
charge = 0
Kohn-Sham gap = 0.3038 hartree
SMILES string = O=C(O)C(=S)NS
E = -29377.74980 eV

---

No. 2
Density functional theory data (wB97M-V/def2-TZVPD) for a gas-phase ion, C7H18P (charge +1) at a distorted geometry.

Cartesian coordinates (Å):
1 C 1.86110 0.98385 2.39788
2 C 1.71531 -1.01190 0.87260
3 C -1.53652 -1.76690 -0.80296
4 C -2.39938 0.97767 -1.18832
5 C 0.16433 0.14371 -2.31515
6 C -0.18298 0.61282 1.04968
7 C 1.31830 0.44697 1.07020
8 P -0.93773 -0.05670 -0.89215
9 H 1.64559 2.04742 2.50406
10 H 2.94136 0.84717 2.42795
11 H 1.41906 0.45214 3.23934
12 H 2.79737 -1.11842 0.91238
13 H 1.37293 -1.37308 -0.09879
14 H 1.28353 -1.64352 1.64834
15 H -0.71201 -2.46964 -0.71004
16 H -2.10472 -1.98854 -1.70717
17 H -2.19162 -1.86638 0.06169
18 H -2.97469 0.58396 -2.02864
19 H -2.09402 2.00187 -1.40919
20 H -3.02856 0.97783 -0.29625
21 H 0.51265 1.17443 -2.37260
22 H -0.40985 -0.08861 -3.21404
23 H 1.01903 -0.52480 -2.24797
24 H -0.71469 -0.02824 1.74777
25 H -0.52011 1.64411 1.09051
26 H 1.75632 1.04278 0.26089

Properties
charge = +1
Kohn-Sham gap = 0.4359 hartree
E = -16833.81562 eV

---

No. 3
Density functional theory data (wB97M-V/def2-TZVPD) for CH3NO in the gas phase at a distorted geometry.

Cartesian coordinates (Å):
1 C 0.04389 -0.45144 0.05545
2 N -0.95611 0.49191 0.57229
3 O -0.20921 -0.41533 1.39414
4 H -0.31840 -1.29454 -0.49633
5 H 1.17535 -0.15317 -0.25070
6 H -0.67793 1.48047 0.41034

Properties
charge = 0
Kohn-Sham gap = 0.4033 hartree
SMILES string = C1NO1
E = -4619.71428 eV